[1]
Entry from the Open Molecules 2025 dataset: one molecule with the formula C18H18ClNO3 (wB97M-V/def2-TZVPD).

```
! wB97M-V def2-TZVPD RIJCOSX def2/J DEFGRID3
* xyz 0 1
O -2.0676 -2.4800 -1.3617
C -2.0327 -1.5744 -0.5735
N -1.2646 -0.4402 -0.7141
C -1.3897 0.4508 0.3208
O -0.7976 1.4954 0.4104
C -2.4192 -0.0958 1.2986
C -2.8379 -1.4436 0.7101
H -2.5704 -2.2790 1.3621
C -4.3365 -1.5358 0.3698
C -4.7763 -0.2891 -0.3343
C -4.4042 0.8758 0.1777
C -3.5739 0.9156 1.4222
H -4.1957 0.6499 2.2816
H -3.1612 1.9112 1.5874
Cl -4.8203 2.3867 -0.5482
H -5.3641 -0.3677 -1.2330
H -4.9048 -1.6593 1.2960
H -4.5023 -2.4123 -0.2561
H -1.9399 -0.2009 2.2752
C -0.2937 -0.2882 -1.7690
H -0.5111 -1.0695 -2.4992
H -0.4248 0.6953 -2.2267
C 1.1628 -0.4307 -1.2273
C 1.9100 0.9087 -1.3139
C 3.2358 0.7700 -0.6360
C 4.4432 1.1827 -1.1734
C 5.6133 0.9981 -0.4563
C 5.5813 0.3889 0.7873
C 4.3788 -0.0426 1.3217
C 3.2062 0.1536 0.6127
C 1.8486 -0.2671 1.0853
O 1.1245 -0.9685 0.0839
H 1.2820 0.6258 1.3974
H 1.9060 -0.9600 1.9277
H 4.3512 -0.5256 2.2877
H 6.4977 0.2440 1.3400
H 6.5548 1.3269 -0.8707
H 4.4669 1.6533 -2.1457
H 2.0224 1.1944 -2.3600
H 1.3122 1.6682 -0.8008
H 1.6907 -1.1648 -1.8557
*
```

SMILES string: O=C1[C@H]2CC(Cl)=CC[C@H]2C(=O)N1C[C@H]1Cc2ccccc2CO1
E_LUMO in eV: 0.71
ΔE to the lowest compared entry with this formula, charge and spin in kJ/mol: 66.5
Highest occupied orbital energy in eV: -9.12


[2]
Entry from the Open Molecules 2025 dataset: C6H21Be2N10O8Pb as an isolated structure (wB97M-V/def2-TZVPD).

```
! wB97M-V def2-TZVPD RIJCOSX def2/J DEFGRID3
* xyz 4 2
Be -0.9781 -3.6172 3.1491
Be -2.8453 0.2143 3.9712
Pb -3.9828 -1.8032 -0.1329
O 0.2223 -0.0275 0.9675
C -0.9524 -0.5724 1.2064
O -1.8350 -0.3797 0.3948
O -1.3209 -1.2312 2.2244
H -0.1043 0.1447 0.0814
C 2.3161 -2.7510 1.7244
O 1.3221 -2.8863 2.3459
N 2.6280 -1.7027 1.0950
N 3.1588 -3.7273 1.5428
H 2.2131 -0.8390 1.4145
H 3.1460 -1.8739 0.2451
H 3.2809 -4.2051 2.4242
H 3.7594 -3.9454 0.7606
C -0.0473 -1.0211 -3.7097
O -0.9667 -1.7742 -4.2162
N 0.0133 -0.6412 -2.4082
N 0.9510 -0.6523 -4.4241
H 0.4583 0.2654 -2.3987
H -0.7552 -0.9002 -1.8062
H 0.9366 -0.9066 -5.4015
H 1.8284 -0.3431 -4.0310
C -3.6023 0.9297 -2.4766
O -4.1203 0.0075 -1.8676
N -2.6531 1.6477 -1.9535
N -3.9168 1.2077 -3.6888
H -2.1652 1.2713 -1.1533
H -2.2856 2.4292 -2.4772
H -3.2486 1.7906 -4.1723
H -4.6350 0.6636 -4.1450
C 0.6594 2.9862 -1.1556
O 0.8543 1.8844 -1.4376
N 0.2658 3.9479 -1.9687
N 0.6937 3.4246 0.0471
H 0.3128 3.5200 -2.8823
H 0.1451 4.9325 -1.7785
H 0.9558 2.8357 0.8247
H 0.4532 4.3868 0.2384
C 0.6636 -0.3228 4.6053
O -0.4472 -0.3806 5.0173
N 1.1459 0.4089 3.6597
N 1.6151 -1.0609 4.9471
H 0.6429 0.9266 2.9532
H 2.1109 0.1971 3.4500
H 1.5737 -1.5268 5.8423
H 2.5357 -0.9308 4.5528
*
```

Expectation value of S²: 1.756
E_LUMO (spin up / spin down) in eV: -15.44 / -14.38
Highest occupied orbital energy (spin up / spin down) in eV: -19.26 / -19.26


[3]
Entry from the Open Molecules 2025 dataset: an isolated ion of composition C5H6N and charge +1 (wB97M-V/def2-TZVPD).

```
! wB97M-V def2-TZVPD RIJCOSX def2/J DEFGRID3
* xyz 1 1
C -0.9851 -1.1724 -0.1019
C 1.0335 -0.1366 0.1087
C -1.7853 0.0910 -0.0750
C 2.2974 0.0970 -0.1476
C -1.0790 1.1908 0.1313
N 0.2621 -1.1714 0.1020
H -1.4971 -2.1335 0.0386
H -2.8677 -0.0921 -0.3548
H -0.0550 0.9681 0.4356
H 2.8564 -0.8397 0.0682
H 2.9697 0.9809 -0.3137
H -1.1500 2.2179 0.1086
*
```

SMILES string: C=C=[N+]=CC=C
E_LUMO in eV: -5.95
ΔE to the lowest compared entry with this formula, charge and spin in kJ/mol: 442.6
Highest occupied orbital energy in eV: -15.12


[4]
Entry from the Open Molecules 2025 dataset: one molecule with the formula CH2N2O2Si (wB97M-V/def2-TZVPD).

```
! wB97M-V def2-TZVPD RIJCOSX def2/J DEFGRID3
* xyz 0 1
C 0.7864 0.3112 -1.6587
N 1.7914 0.3249 -2.2237
N 0.1325 -0.3274 1.2374
O 0.2233 -1.5042 1.4519
O 0.5626 0.6570 1.8555
Si -0.6431 0.1621 -0.3766
H -1.5694 -0.8977 -0.6633
H -1.2838 1.2741 0.3775
*
```

SMILES string: N#C[SiH2][N+](=O)[O-]
E_LUMO in eV: -0.59
ΔE to the lowest compared entry with this formula, charge and spin in kJ/mol: 93.8
Highest occupied orbital energy in eV: -10.96


[5]
Entry from the Open Molecules 2025 dataset: C16H36O30S7 as an isolated structure (wB97M-V/def2-TZVPD).

```
! wB97M-V def2-TZVPD RIJCOSX def2/J DEFGRID3
* xyz 0 1
C -0.9305 -21.9547 -0.8591
O -1.5970 -22.3803 0.3938
H -0.1901 -21.1943 -0.6583
H -0.4291 -22.8290 -1.2488
H -1.7391 -21.5504 -1.4744
H -1.0106 -22.8841 1.0082
C 0.7673 -19.3218 1.8941
O 0.3138 -18.2375 2.6096
H 0.9906 -20.1676 2.5344
H 0.0426 -19.7657 1.2331
H 1.7043 -19.0506 1.3728
H -0.1593 -17.6092 2.0762
C -0.9077 -22.9262 6.0928
C 0.0626 -22.9035 4.8878
O -0.5732 -21.9802 4.0004
S -2.1327 -21.7975 4.2164
O -2.8728 -22.4817 3.1919
O -2.3676 -20.4099 4.5227
O -2.2195 -22.6720 5.5825
H -0.6880 -22.2806 6.8897
H -0.9413 -23.9533 6.4489
H 0.2002 -23.8253 4.3232
H 1.0201 -22.4696 5.1207
C -1.5468 -14.3766 -0.9603
C -0.2711 -13.6547 -0.4170
O 0.4733 -14.8356 -0.1015
S 0.2069 -15.9991 -1.1716
O -0.0996 -17.1735 -0.3760
O 1.1941 -15.9913 -2.1628
O -1.0823 -15.3911 -1.7508
H -2.1448 -13.8204 -1.7001
H -2.2333 -14.7499 -0.2355
H -0.4206 -13.1017 0.5115
H 0.2701 -12.9904 -1.1242
C 1.4261 -18.3862 5.2989
C -0.0653 -18.5632 5.5797
O -0.1029 -19.7150 6.3888
S 1.1753 -19.7618 7.3328
O 1.6551 -21.0944 7.2146
O 0.8715 -19.1127 8.5546
O 2.0214 -18.8146 6.4778
H 1.6073 -17.3512 5.1663
H 1.7821 -19.0050 4.4862
H -0.5503 -18.7679 4.6554
H -0.4586 -17.6820 6.1194
C 5.0243 -15.4380 2.0753
C 3.4482 -15.4224 2.2922
O 3.2581 -16.0309 3.5729
S 4.5033 -16.9467 3.9538
O 4.1043 -18.2917 3.8794
O 5.1238 -16.3868 5.0790
O 5.4621 -16.6225 2.7583
H 5.4713 -14.5362 2.5108
H 5.2997 -15.6703 1.0498
H 2.9714 -15.9423 1.4902
H 3.0585 -14.4051 2.3506
C 2.0576 -19.4727 -1.6664
C 2.3331 -20.1271 -3.0281
O 3.6891 -19.8217 -3.3220
S 4.3356 -18.9426 -2.1941
O 5.1084 -17.8855 -2.7766
O 4.9038 -19.8034 -1.2030
O 3.0114 -18.3752 -1.6102
H 2.1353 -20.1152 -0.7859
H 1.0990 -18.9993 -1.6588
H 1.7170 -19.6993 -3.8022
H 2.1923 -21.2377 -3.0637
C 4.8617 -21.6882 1.1466
C 4.8923 -22.8707 0.1883
O 3.5284 -22.9869 -0.2155
S 2.6261 -22.6943 1.0455
O 2.6941 -23.8369 1.9356
O 1.4500 -22.0588 0.5627
O 3.5506 -21.4601 1.6033
H 5.2903 -20.8417 0.5710
H 5.4806 -21.9589 2.0036
H 5.3490 -23.7584 0.6363
H 5.4381 -22.5217 -0.6549
C -4.2618 -18.9309 2.1773
C -3.4005 -19.4138 0.9927
O -2.2851 -18.5110 0.8889
S -2.9228 -17.0958 1.1518
O -3.5798 -16.5102 -0.0064
O -1.9614 -16.3640 1.9658
O -4.1170 -17.4939 2.1022
H -3.9646 -19.4288 3.1033
H -5.3222 -19.1275 1.9871
H -3.9847 -19.4465 0.0556
H -2.8412 -20.3601 1.1073
*
```

E_LUMO in eV: 0.24
Highest occupied orbital energy in eV: -10.15


[6]
Entry from the Open Molecules 2025 dataset: a 2-piece molecular cluster, CH5N2O2 overall (wB97M-V/def2-TZVPD).

```
! wB97M-V def2-TZVPD RIJCOSX def2/J DEFGRID3
* xyz 1 1
C 0.5986 0.2365 0.3032
N -4.0076 0.0994 0.0519
N -3.0248 -0.1401 -0.4359
O -5.0229 0.3263 0.4965
O -0.4680 -0.4851 -0.4071
H 0.8322 -0.2328 1.3158
H 0.3908 1.2473 0.3938
H 1.4552 0.0304 -0.3324
H -0.0827 -1.2734 -0.9071
H -1.6019 -0.3312 -0.2481
*
```

E_LUMO in eV: -3.99
ΔE to the lowest compared entry with this formula, charge and spin in kJ/mol: 165.7
Highest occupied orbital energy in eV: -17.27


[7]
Entry from the Open Molecules 2025 dataset: a 3-piece molecular cluster, C6H14O2 overall (wB97M-V/def2-TZVPD).

```
! wB97M-V def2-TZVPD RIJCOSX def2/J DEFGRID3
* xyz 0 1
C 1.4482 0.9512 0.0310
C 1.9213 0.8676 1.2566
C 1.6984 -0.1810 -0.9729
C 0.7248 -1.2958 -0.7837
C 1.0537 -2.5138 -0.3694
C 0.0184 -3.5902 -0.2524
H 0.9146 1.8078 -0.3623
H 1.6362 1.4951 2.0971
H 2.5997 0.0772 1.5472
H 2.7624 -0.4380 -0.8838
H 1.7208 0.2570 -1.9527
H -0.2712 -1.0754 -1.1625
H 2.0409 -2.7101 0.0207
H 0.1393 -4.3633 0.4950
H -0.2459 -4.1053 -1.1857
H -0.9600 -3.1503 -0.0330
H -2.4710 4.2796 1.0218
H -3.4123 3.3876 1.8510
O -2.9999 3.4758 0.9879
H -2.2384 2.0839 -0.2006
H -2.9306 0.7325 -0.0009
O -2.1001 1.1307 -0.3120
*
```

SMILES string: C=CC/C=C/C.O.O
E_LUMO in eV: 0.47
ΔE to the lowest compared entry with this formula, charge and spin in kJ/mol: 221.5
Highest occupied orbital energy in eV: -8.78


[8]
Entry from the Open Molecules 2025 dataset: one molecule with the formula C13H19OP (wB97M-V/def2-TZVPD).

```
! wB97M-V def2-TZVPD RIJCOSX def2/J DEFGRID3
* xyz 0 1
C 3.9010 0.4609 -0.3695
C 3.2577 -0.3076 0.6194
C 3.1379 1.3469 -1.2000
C 1.8167 -0.2299 0.6836
C 1.7385 1.4444 -0.9829
C 1.1205 0.5903 -0.1416
C -0.0770 1.4981 2.4307
C -0.8258 -1.9588 -0.1485
C -2.7730 -0.4587 -0.6188
C -0.9095 -0.5988 -2.2604
C -1.0538 0.6535 1.5967
C -0.6945 0.6394 0.0719
C -1.2345 -0.5553 -0.7547
O -0.8329 3.3232 -0.0044
P -0.9923 2.1675 -0.9037
H 4.9583 0.5791 -0.3159
H 3.8607 -0.9601 1.1898
H 3.6116 2.0473 -1.8113
H 1.2362 -0.9896 1.1668
H 1.1099 2.0676 -1.6073
H 0.1056 2.3496 1.9363
H -0.6070 1.8083 3.3344
H 0.7435 0.9734 2.6628
H -1.4478 -2.2747 0.6905
H 0.3145 -2.1373 0.0647
H -1.1066 -2.6763 -0.8039
H -3.0817 -0.1017 0.3194
H -3.2406 -1.4174 -0.9502
H -3.1743 0.3674 -1.2772
H -1.0847 0.2819 -2.7071
H -1.3314 -1.4760 -2.9634
H 0.2128 -0.6148 -2.2365
H -1.2451 -0.4157 2.0478
H -2.0961 1.1584 1.6159
*
```

SMILES string: CC[C@@](P=O)(c1ccccc1)C(C)(C)C
E_LUMO in eV: -0.35
ΔE to the lowest compared entry with this formula, charge and spin in kJ/mol: 192.0
Highest occupied orbital energy in eV: -8.71


[9]
Entry from the Open Molecules 2025 dataset: a 10-piece molecular cluster, C21H56F8N9O14PS2 overall (wB97M-V/def2-TZVPD).

```
! wB97M-V def2-TZVPD RIJCOSX def2/J DEFGRID3
* xyz 4 1
C 5.5627 -0.0646 1.6856
C 4.7356 1.1056 2.3996
O 4.0575 0.8900 3.4176
N 4.6301 2.4867 1.7127
H 5.0383 2.4428 0.7899
H 3.6654 2.7624 1.5968
C 5.4534 3.5440 2.5928
H 5.2132 -0.4545 0.7296
H 5.4765 -0.8474 2.4392
H 6.6204 0.1831 1.5963
H 4.9102 3.6420 3.5328
H 5.3402 4.5142 2.1091
H 6.5126 3.3249 2.7282
C -8.2619 1.4667 -0.5665
C -7.0269 1.7020 -1.3548
O -6.8502 2.5975 -2.1277
N -5.8822 0.6831 -0.9333
H -6.2697 -0.1189 -0.4571
H -5.4842 0.1397 -1.6859
C -4.8815 1.3084 0.0155
H -8.7643 2.4214 -0.7221
H -8.1679 1.3533 0.5135
H -8.7970 0.5916 -0.9354
H -4.2127 0.5883 0.4869
H -5.4691 1.7925 0.7957
H -4.2533 2.0736 -0.4404
C -1.1771 4.1433 1.2231
C -1.3030 2.7241 1.7845
O -2.3436 2.1042 1.8040
N -0.0610 1.9797 2.3823
H -0.0781 1.0485 1.9916
H 0.6924 2.3287 1.8073
C 0.0025 1.9845 3.8812
H -0.3819 4.8005 1.5752
H -2.1032 4.7176 1.2463
H -1.1237 4.0737 0.1366
H -0.8007 1.4184 4.3529
H 0.0996 3.0090 4.2405
H 0.9629 1.5486 4.1565
C 1.0330 -2.9784 4.4680
C 0.1044 -1.8595 4.2437
O 0.0416 -0.8469 4.9904
N -0.7738 -1.9635 3.0295
H -0.4659 -1.2700 2.3628
H -0.7242 -2.8806 2.6092
C -2.2536 -1.6250 3.4566
H 1.6705 -2.6988 5.3067
H 1.6756 -3.3104 3.6525
H 0.4863 -3.8939 4.6940
H -2.3074 -0.6009 3.8260
H -2.5658 -2.3220 4.2343
H -2.9518 -1.6059 2.6198
C -2.5659 2.6730 -3.0306
C -2.6904 4.0681 -2.6148
O -2.9980 4.4646 -1.4820
N -2.5895 5.1341 -3.7027
H -2.2622 6.0094 -3.3194
H -2.0556 4.8219 -4.5011
C -4.0306 5.3825 -4.3186
H -2.9614 1.9604 -2.3067
H -1.5383 2.3360 -3.1665
H -3.1302 2.5168 -3.9500
H -4.2297 4.4654 -4.8730
H -3.9656 6.1811 -5.0576
H -4.7759 5.5721 -3.5462
C 2.8608 -7.6894 -1.9233
C 1.3415 -7.4551 -1.7730
O 0.5007 -8.1514 -2.2614
N 0.9805 -6.1944 -0.9372
H 0.7082 -6.4209 0.0087
H 1.8158 -5.6372 -0.8278
C -0.1944 -5.3074 -1.5049
H 3.2064 -7.6557 -0.8901
H 3.2814 -6.9125 -2.5618
H 3.0704 -8.6893 -2.3034
H -0.3321 -4.4314 -0.8712
H -1.0682 -5.9161 -1.7372
H 0.2406 -4.9719 -2.4464
C 4.4370 2.7854 -4.0917
C 4.0652 1.3599 -4.3506
O 3.8140 0.8954 -5.4994
N 3.9425 0.5555 -3.0614
H 3.7758 1.2382 -2.3360
H 3.1315 -0.0465 -3.0625
C 5.1129 -0.4011 -2.8214
H 4.8301 2.8611 -3.0779
H 3.5424 3.3836 -3.9187
H 5.0894 3.2380 -4.8385
H 4.9647 -0.8017 -1.8186
H 6.0997 0.0506 -2.9226
H 4.9504 -1.2489 -3.4869
P -1.8274 -5.2073 1.9066
F -2.9066 -4.2272 2.5564
F -2.7060 -6.3885 2.6472
F -2.7289 -5.4531 0.6171
F -0.7878 -6.3531 1.4693
F -0.9939 -3.9247 1.2294
F -0.9494 -5.0071 3.2646
N -0.1014 -0.4217 0.9347
S 1.3501 -1.0606 0.2246
O 1.8751 -0.3693 -0.9423
O 1.5696 -2.4966 0.5020
F 2.4006 -0.5307 1.3542
S -0.7829 -0.6507 -0.3575
O -0.8253 -2.0450 -0.9165
O -1.0158 0.4429 -1.3186
F -2.2456 -0.5411 0.2501
N 2.0423 3.0596 -0.5662
O 0.9588 3.4444 -1.0696
O 2.2710 3.2175 0.6000
O 2.7807 2.3360 -1.1953
*
```

E_LUMO in eV: -9.49
Highest occupied orbital energy in eV: -18.42


[10]
Entry from the Open Molecules 2025 dataset: one molecule with the formula C5H8O2 (wB97M-V/def2-TZVPD).

```
! wB97M-V def2-TZVPD RIJCOSX def2/J DEFGRID3
* xyz 0 1
C 0.7185 2.1979 0.4337
C 0.4630 0.7433 0.8439
C -0.2929 -0.0427 -0.2250
C -0.4329 -1.5275 0.0210
O -0.0068 -2.1347 0.9739
C -1.1671 -2.2236 -1.1424
O -0.8056 -2.0047 -2.2753
H 1.3194 2.2643 -0.4799
H 1.2704 2.7346 1.2126
H -0.2065 2.7561 0.2496
H -0.1103 0.7233 1.7799
H 1.4264 0.2586 1.0476
H -1.3109 0.3627 -0.3603
H 0.1772 0.0599 -1.2132
H -2.0295 -2.9001 -0.9626
*
```

SMILES string: CCCC(=O)C=O
E_LUMO in eV: 0.05
ΔE to the lowest compared entry with this formula, charge and spin in kJ/mol: 90.5
Highest occupied orbital energy in eV: -9.67


[11]
Entry from the Open Molecules 2025 dataset: one molecule with the formula C2H3N2OP (wB97M-V/def2-TZVPD).

```
! wB97M-V def2-TZVPD RIJCOSX def2/J DEFGRID3
* xyz 0 1
C -0.7070 -0.5308 1.1600
C -2.0450 0.2049 1.0532
N 0.3445 -0.5220 0.3535
N 0.3965 0.2372 -0.7502
O -2.4234 1.0598 0.2742
P -3.0731 -0.2374 2.6030
H -0.5374 -1.1020 2.0922
H 1.3001 0.3768 -1.2698
H -0.4949 0.7057 -1.1122
*
```

E_LUMO (spin up / spin down) in eV: -1.87 / -1.79
ΔE to the lowest compared entry with this formula, charge and spin in kJ/mol: 375.8
Highest occupied orbital energy (spin up / spin down) in eV: -8.79 / -8.74


[12]
Entry from the Open Molecules 2025 dataset: a 2-piece molecular cluster, C9H16N3 overall (wB97M-V/def2-TZVPD).

```
! wB97M-V def2-TZVPD RIJCOSX def2/J DEFGRID3
* xyz 1 1
C 0.8588 -0.3124 3.4638
C 0.2660 1.2888 1.8015
N 0.7112 1.0768 3.0553
N 0.4397 2.5695 1.3979
N -0.1704 0.3204 1.0079
H 1.4011 1.7730 3.3910
H 0.1343 3.3180 2.0060
H -0.0251 2.8859 0.5663
H -0.2077 -0.6166 1.4215
H -0.0949 0.2073 0.0245
H 0.1016 -0.7624 4.1225
H 1.6720 -0.6115 4.2337
H 1.2222 -1.0633 2.7356
C -1.5155 -2.5353 -1.6489
C 0.5902 1.1151 -2.2490
C -0.7910 1.0906 -2.1677
C 1.3077 -0.0872 -2.1538
C -1.4708 -0.0845 -1.8894
C 0.6821 -1.3255 -1.9165
C -0.7339 -1.2625 -1.8466
H 1.1826 2.0200 -2.2621
H -1.3271 2.0208 -2.3316
H 2.4329 -0.0983 -2.2817
H -2.5516 -0.0925 -1.8705
H 1.2722 -2.2095 -1.6458
H -2.5614 -2.2682 -1.5721
H -1.2048 -3.2149 -0.8389
H -1.6202 -3.1418 -2.5531
*
```

E_LUMO in eV: -2.80
ΔE to the lowest compared entry with this formula, charge and spin in kJ/mol: 174.4
Highest occupied orbital energy in eV: -12.37


no.,largest force on an atom (Eh/bohr),E_tot (Ha)
1,0.0097,-1437.421541
2,0.1780,-1611.380333
3,0.0539,-248.447124
4,0.0491,-588.665000
5,0.0756,-5675.544954
6,0.0682,-300.704239
7,0.0361,-387.423146
8,0.0958,-923.228992
9,0.2743,-4315.119421
10,0.0139,-345.770496
11,0.0423,-603.958634
12,0.0836,-516.559375